Density functional theory data (ωB97M-V/def2-TZVPD) for 8 unconnected molecules or ions with the total composition C43H93Cl2N3O13S.

Element x y z (Å)
Cl1 -1.912684 0.908834 1.764582
Cl2 -1.017799 0.687394 4.577788
S1 1.423967 3.988946 1.392267
O1 -12.132607 -5.087470 0.558518
O2 7.673723 -3.092633 0.389461
O3 2.866959 3.294179 1.687849
O4 1.680165 4.769234 0.205095
O5 3.841967 2.880971 -0.360614
O6 5.873613 2.828195 4.028909
O7 1.058321 4.948918 2.396102
O8 -0.918796 -4.496857 0.950746
O9 -4.907626 -1.288861 3.137706
O10 -3.424673 3.403466 0.482520
O11 -9.402250 -5.820455 2.357357
O12 4.530910 2.490995 -7.413407
O13 1.648634 5.338122 -3.980303
N1 -3.892210 3.994181 -1.939217
N2 2.046838 0.184156 1.429609
N3 2.084630 3.562484 -2.594152
C1 -4.280160 -3.569873 3.582911
C2 -1.120997 -5.444546 -1.256647
C3 -9.460986 -3.491834 1.766389
C4 5.128483 0.531071 0.615953
C5 -2.449401 4.033345 -1.627624
C6 9.003276 -2.703429 0.736449
C7 5.853988 3.926451 6.173920
C8 -1.154434 -5.713144 0.240180
C9 7.499554 4.569944 4.388070
C10 1.808782 -1.008015 1.028834
C11 -4.981896 -2.617868 2.626492
C12 2.525996 2.721400 -3.712717
C13 2.692244 -1.900847 0.173623
C14 2.133321 1.222588 0.391651
C15 3.223445 2.274393 0.753610
C16 5.258928 2.853920 -9.682553
C17 9.761344 -2.299891 -0.518705
C18 3.120140 5.913848 -2.267681
C19 5.683029 -0.569590 1.054526
C20 6.707971 3.432864 5.015866
C21 -12.347367 -4.972498 -0.850210
C22 -4.358246 -2.665185 1.240084
C23 0.679476 3.280515 -2.223142
C24 5.395751 3.280851 -8.228993
C25 -0.494918 1.936536 2.205405
C26 0.686996 1.751089 0.014839
C27 5.059936 4.754026 -8.052038
C28 0.497114 -1.657738 1.517234
C29 -2.489925 -6.303410 0.665340
C30 -10.478482 -4.323021 3.905964
C31 -2.217936 3.211873 -0.277213
C32 0.101562 2.772555 1.071050
C33 -1.058914 3.737978 0.598372
C34 0.991047 2.514972 4.122979
C35 -13.278702 -6.080180 -1.316751
C36 -12.917707 -3.599151 -1.167976
C37 2.226218 4.932898 -3.023043
C38 4.408113 1.541306 1.478216
C39 -0.160587 1.774773 3.479279
C40 9.698317 -3.847535 1.458223
C41 -9.355689 -4.500401 2.895007
C42 4.021168 3.033227 -4.058468
C43 0.477295 1.944940 -1.512790
H1 8.918467 -1.845209 1.405276
H2 3.281327 -1.365248 -0.581713
H3 6.414631 3.093147 -7.886074
H4 -1.510404 4.090586 1.538872
H5 -8.654354 -3.637685 1.044404
H6 -11.451775 -4.474871 3.431156
H7 -10.398724 -3.616070 1.223231
H8 0.276491 4.176698 -1.743449
H9 0.251376 -1.206843 2.485346
H10 -1.893972 -4.723027 -1.537327
H11 -1.625191 -3.879561 0.724030
H12 -13.444897 -6.029119 -2.393990
H13 -0.689345 4.666740 0.138544
H14 -3.993967 3.644086 -2.883284
H15 2.494354 1.642541 -3.501954
H16 3.623880 5.453066 -1.410053
H17 -14.246187 -6.010763 -0.811251
H18 -12.861334 -7.058660 -1.074168
H19 2.490613 0.700699 -0.523945
H20 4.231404 2.992167 -10.031036
H21 -0.540156 1.598686 -1.758338
H22 3.832099 2.243173 -1.085906
H23 5.232734 0.761177 -0.449183
H24 0.698184 3.555638 4.302232
H25 -2.503725 -6.482569 1.741674
H26 -4.322788 4.902628 -1.833765
H27 2.455782 6.693869 -1.863099
H28 -0.348645 -6.398493 0.508051
H29 -12.985511 -4.989897 0.998749
H30 5.285631 3.102408 6.608384
H31 3.323378 -2.567109 0.777495
H32 1.117076 1.208620 -2.029715
H33 -2.050766 5.053859 -1.549570
H34 6.188483 -1.219010 0.337184
H35 -0.248229 -1.446746 0.732490
H36 5.153535 5.045063 -7.004483
H37 -8.391993 -4.390214 3.397087
H38 5.493880 1.794167 -9.793649
H39 -4.417128 -3.669187 0.814545
H40 0.114585 0.827867 0.205852
H41 5.716771 -0.878351 2.100364
H42 7.730969 -3.851828 -0.202502
H43 -12.243790 -2.814557 -0.819873
H44 10.776543 -1.977390 -0.281283
H45 -3.305893 -2.361981 1.277682
H46 5.720300 5.385104 -8.649558
H47 7.393332 2.660382 5.369122
H48 5.128498 4.669282 5.830114
H49 -4.335936 -4.600965 3.228015
H50 5.132987 2.357786 1.655148
H51 -10.253607 -5.923744 1.910503
H52 9.247222 -1.484817 -1.030648
H53 -2.212966 2.147497 -0.538633
H54 0.143853 3.218367 -3.199918
H55 -9.409290 -2.467874 2.144148
H56 3.811915 6.415190 -2.955332
H57 8.163540 5.039352 5.116382
H58 9.139499 -4.132208 2.351048
H59 -3.306415 -5.609783 0.445861
H60 9.751835 -4.733101 0.818306
H61 -0.161166 -5.013396 -1.546919
H62 5.261308 3.502220 3.707547
H63 6.468749 4.376710 6.955540
H64 -3.830888 2.550164 0.669384
H65 0.604780 -2.749886 1.576426
H66 1.972382 2.384149 3.659231
H67 9.816916 -3.135475 -1.222582
H68 8.100014 4.202916 3.554140
H69 4.531769 3.477186 -3.189049
H70 1.901736 2.897582 -4.610469
H71 -1.979382 3.439130 -2.423496
H72 -4.865014 -1.970725 0.567392
H73 10.711657 -3.570899 1.754297
H74 -11.373963 -5.085447 -1.330201
H75 6.827289 5.333494 3.986574
H76 4.097069 3.721595 -4.907026
H77 -13.873461 -3.449406 -0.657506
H78 1.120398 2.102181 5.139069
H79 -4.732623 -3.517130 4.574247
H80 -1.278087 -6.361596 -1.827060
H81 4.128537 1.179238 2.475679
H82 5.925281 3.428620 -10.328376
H83 -10.458769 -3.325434 4.349369
H84 -3.226918 -3.296662 3.697009
H85 3.624623 2.646272 -7.704589
H86 2.027856 -2.574720 -0.403154
H87 4.026016 4.953479 -8.347824
H88 -6.040147 -2.877766 2.560515
H89 -10.393888 -5.061634 4.704866
H90 -2.687437 -7.246159 0.152170
H91 -13.073410 -3.474619 -2.240735
H92 -3.974941 -1.048540 3.200506
H93 4.557301 2.098591 -4.277306

Force components x, y, z for each atom (eV/Å):
Cl 0.65 0.63 -0.54
Cl 0.43 0.57 -0.50
S 1.09 4.19 -0.88
O 0.26 -0.13 0.10
O -0.16 0.14 0.12
O -2.14 -0.33 0.18
O -0.38 -1.68 -1.07
O -0.75 0.16 0.16
O 0.12 -0.25 0.04
O -0.02 -1.75 1.59
O 0.26 -0.13 0.09
O -0.30 0.06 -0.05
O 0.37 -0.01 0.47
O 0.23 -0.16 0.11
O 0.21 -0.17 0.18
O -0.96 0.23 -1.39
N 0.80 -0.02 -0.44
N -2.25 1.04 -0.98
N 0.10 -0.72 0.33
C -0.12 -0.11 0.13
C 0.22 0.00 -0.08
C 0.21 0.29 -0.16
C -0.91 0.94 0.11
C -0.64 -1.32 0.66
C 0.26 -0.50 -0.38
C -0.04 -0.16 0.16
C -0.59 0.27 -0.26
C 0.20 -0.07 -0.09
C -0.20 -0.80 1.08
C 0.71 0.03 0.09
C 1.10 0.08 -0.62
C -1.17 0.07 -1.62
C 1.39 0.02 -0.17
C 2.55 -1.95 0.08
C 0.15 -0.18 -0.05
C -0.04 0.23 -0.06
C -0.26 -0.40 0.74
C 0.83 -1.12 -0.05
C -0.34 0.58 -0.09
C -0.66 0.08 0.01
C -0.15 0.02 -0.24
C 0.21 0.43 -1.47
C -0.57 0.25 -0.35
C -0.78 -1.02 0.72
C 0.23 -1.01 0.20
C 0.12 0.08 0.18
C 1.78 -0.59 0.42
C 0.03 -0.15 0.19
C 0.05 -0.02 0.24
C -1.48 0.51 -0.16
C -0.41 -0.69 -1.05
C 0.05 0.43 0.10
C -0.40 -0.55 1.69
C 0.13 -0.21 -0.02
C 0.18 0.17 0.01
C 0.86 0.72 1.03
C 0.19 0.95 0.03
C 1.00 0.49 0.35
C -0.05 0.00 0.24
C -0.61 -0.02 -0.28
C -0.31 -0.20 0.32
C -0.09 0.23 0.02
H -0.20 -0.02 -0.03
H 0.18 -0.07 0.53
H -0.09 -0.12 0.13
H -0.01 -0.20 -0.37
H 0.06 0.01 0.09
H 0.05 0.09 -0.10
H -0.05 -0.01 0.14
H 0.10 -0.47 0.32
H -0.33 -0.12 -0.37
H -0.09 -0.09 0.05
H 0.00 -0.08 0.03
H -0.03 0.00 0.02
H 0.32 -0.55 0.04
H -0.32 0.44 0.03
H -0.38 0.40 0.40
H -0.01 0.05 -0.37
H -0.01 0.12 -0.06
H 0.04 0.03 -0.05
H 0.07 0.65 0.07
H 0.02 0.13 0.03
H 0.24 0.25 0.22
H -0.23 0.39 -0.01
H -0.09 0.02 0.27
H 0.40 -0.14 -0.42
H 0.05 -0.03 -0.03
H -0.10 -0.20 -0.09
H 0.17 -0.23 -0.14
H 0.06 0.15 0.11
H 0.04 -0.01 -0.06
H 0.07 -0.01 0.01
H -0.11 0.54 0.11
H -0.16 0.20 0.32
H 0.05 -0.31 -0.11
H -0.03 0.06 0.39
H 0.14 0.15 0.32
H 0.06 -0.01 -0.03
H 0.02 -0.20 -0.03
H 0.05 0.04 0.02
H 0.00 0.03 -0.01
H 0.04 0.46 -0.07
H -0.23 0.15 -0.21
H 0.04 0.05 0.05
H 0.03 -0.03 -0.05
H -0.01 -0.02 -0.03
H 0.02 -0.04 0.13
H -0.04 0.01 0.00
H -0.09 -0.11 -0.13
H 0.10 0.07 -0.04
H 0.04 0.00 0.01
H -0.29 -0.20 -0.04
H 0.05 0.11 -0.04
H 0.02 0.02 0.07
H 0.62 0.32 0.01
H -0.13 -0.06 0.49
H 0.02 -0.01 -0.02
H -0.16 -0.31 0.07
H -0.02 0.02 -0.02
H 0.02 0.07 0.01
H 0.05 -0.03 -0.13
H 0.07 0.07 -0.08
H 0.01 -0.07 0.02
H 0.02 -0.04 0.03
H -0.03 0.02 -0.01
H 0.10 0.20 -0.11
H -0.28 0.28 0.15
H -0.44 0.22 -0.33
H 0.06 -0.06 0.09
H 0.02 -0.03 0.06
H -0.23 -0.05 -0.21
H 0.08 -0.12 0.25
H 0.39 0.67 0.19
H -0.03 -0.05 0.02
H -0.01 -0.03 -0.02
H 0.07 -0.02 0.20
H -0.04 0.01 0.12
H 0.12 -0.24 0.19
H -0.04 -0.10 -0.07
H -0.05 0.04 -0.41
H -0.05 -0.02 -0.05
H -0.02 0.03 -0.01
H -0.01 -0.24 -0.40
H -0.04 0.00 -0.01
H -0.03 -0.01 -0.01
H 0.02 -0.02 -0.13
H 0.07 0.02 0.00
H 0.25 0.14 0.26
H 0.03 -0.04 -0.11
H -0.03 0.18 0.04
H 0.06 0.04 0.00
H -0.03 0.03 0.00
H -0.03 0.01 0.02
H -0.04 0.01 0.04
H -0.16 0.39 -0.26

Electronic energy   -113061.5459 eV
SMILES   C=CC[C@]1(O)OS(=O)(=O)[C@](C[C@@H](O)CN)(/C(Cl)=C(\C)Cl)[C@@H](CCN(CC)C(C)=O)[C@@H]1N=C(C)C.CC(C)O.CC(C)O.CC(C)O.CC(C)O.CC(C)O.CC(C)O.CC(C)O